211
Properties=species:S:1:pos:R:3:lowdin_charge:R:1 method="wB97M-V/def2-TZVPD" e_homo_ev=-21.6882 gap_ev=8.95 charge=+7
C 17.8058 -14.1148 8.0659 -0.09
C 19.0233 -13.2719 8.3335 -0.28
C 20.0038 -13.4138 7.2544 -0.14
N 21.0397 -12.3120 7.4146 -0.20
C 20.4006 -10.9498 6.9318 0.06
C 21.6332 -12.1491 8.8902 -0.07
C 22.9902 -11.4859 8.6605 -0.18
C 23.5840 -12.0978 7.4110 -0.11
C 22.3339 -12.7900 6.6784 -0.03
H 17.1998 -13.7339 7.2438 0.10
H 17.1807 -14.0759 8.9580 0.04
H 18.0640 -15.1733 8.0952 0.08
H 19.4466 -13.5775 9.2903 0.07
H 18.6595 -12.2980 8.6610 0.11
H 19.5544 -13.1763 6.2902 0.14
H 20.4807 -14.3814 7.0984 0.14
H 19.6684 -10.5688 7.6438 0.07
H 19.7763 -11.0410 6.0430 0.11
H 21.1591 -10.2055 6.6893 0.11
H 20.9550 -11.5618 9.5093 0.09
H 21.7720 -13.1828 9.2066 0.13
H 22.8191 -10.4342 8.4312 0.10
H 23.7420 -11.4471 9.4488 0.13
H 23.9584 -11.2471 6.8417 0.12
H 24.4225 -12.7440 7.6706 0.13
H 22.2010 -12.5075 5.6341 0.14
H 22.4527 -13.8698 6.7682 0.13
C 19.5396 -9.1258 10.8228 -0.05
N 19.8124 -7.6425 10.4510 -0.30
C 21.0610 -7.5314 9.6429 0.01
C 18.6106 -7.2038 9.4822 0.05
C 19.8292 -6.7749 11.7653 -0.07
C 20.3869 -5.3645 11.5491 -0.19
O 19.5747 -4.5616 10.6531 -0.02
H 18.8164 -9.2695 11.6256 0.04
H 20.4946 -9.4834 11.2076 0.07
H 19.2395 -9.6907 9.9402 0.07
H 20.9074 -8.1102 8.7321 0.11
H 21.8800 -7.8919 10.2653 0.11
H 21.2044 -6.4669 9.4578 0.11
H 18.9150 -6.2569 9.0362 0.11
H 17.6807 -7.2033 10.0509 0.10
H 18.3819 -7.8916 8.6682 0.09
H 20.4804 -7.3969 12.3794 0.11
H 18.7998 -6.7984 12.1230 0.11
H 21.4384 -5.4054 11.2652 0.13
H 20.3980 -4.9386 12.5524 0.14
H 18.6901 -4.4785 11.0167 0.10
C 14.1506 -14.9614 9.9163 0.03
N 13.5335 -13.5403 9.8011 -0.33
C 12.0243 -13.5145 9.9613 0.08
C 14.2676 -12.7814 10.8897 -0.02
C 13.9839 -12.9199 8.4819 -0.10
C 13.7296 -13.6977 7.1771 -0.24
O 12.3841 -13.6813 6.8354 -0.01
H 15.1681 -14.8416 9.5442 0.08
H 13.5693 -15.6358 9.2874 0.11
H 14.1293 -15.3425 10.9372 0.09
H 11.8587 -13.7541 11.0116 0.12
H 11.6671 -14.2768 9.2688 0.12
H 11.8686 -12.4808 9.6528 0.12
H 15.3462 -12.6244 10.8944 0.10
H 13.9097 -13.1740 11.8415 0.09
H 13.9498 -11.7405 10.8295 0.09
H 15.0618 -12.8543 8.6299 0.10
H 13.6124 -11.9060 8.3335 0.15
H 14.1476 -14.6992 7.2788 0.11
H 14.2773 -13.1496 6.4105 0.14
H 12.2268 -14.0188 5.9505 0.13
C 19.5610 -18.3921 9.9822 0.02
N 19.8536 -17.4625 11.1020 -0.34
C 20.9999 -16.5731 10.6522 0.02
C 18.6388 -16.5859 11.3406 0.02
C 20.3531 -18.2357 12.3209 -0.05
C 19.2761 -19.0287 13.1677 -0.17
O 18.3455 -18.1955 13.8324 -0.08
H 19.3346 -17.7621 9.1220 0.11
H 18.6559 -18.9322 10.2600 0.10
H 20.3853 -19.0822 9.8021 0.13
H 21.3361 -15.9326 11.4675 0.11
H 20.6703 -15.9914 9.7913 0.09
H 21.8566 -17.1351 10.2801 0.12
H 17.7941 -17.1533 11.7312 0.07
H 18.4313 -15.9601 10.4726 0.10
H 18.8728 -16.1048 12.2902 0.09
H 20.8556 -17.4764 12.9202 0.10
H 21.1205 -18.9149 11.9495 0.15
H 19.8340 -19.6789 13.8415 0.14
H 18.7888 -19.7609 12.5238 0.11
H 17.8192 -18.7138 14.4456 0.11
C 17.3634 -12.0562 17.9913 -0.08
C 16.8154 -12.0369 16.5680 -0.24
C 16.5479 -10.5735 16.1045 -0.17
C 16.0352 -10.6651 14.6800 -0.11
N 15.8404 -9.2974 13.9200 -0.20
C 17.1812 -8.4934 14.0242 -0.09
C 16.9430 -7.5453 15.1836 -0.20
C 15.5446 -7.2425 15.2176 -0.15
C 14.7715 -8.4450 14.7080 -0.03
C 15.4506 -9.5158 12.4589 0.02
H 17.4596 -13.0341 18.4631 0.09
H 16.5890 -11.5561 18.5729 0.09
H 18.3135 -11.5324 18.0965 0.05
H 15.9224 -12.6592 16.5094 0.11
H 17.4995 -12.3757 15.7900 0.07
H 17.4946 -10.0465 16.2229 0.10
H 15.8844 -10.0438 16.7880 0.13
H 15.1172 -11.2449 14.5833 0.14
H 16.6863 -11.1728 13.9684 0.06
H 17.2832 -7.9284 13.0976 0.10
H 18.0886 -9.0897 14.1199 0.11
H 17.4657 -6.6106 14.9808 0.13
H 17.3624 -7.9222 16.1164 0.12
H 15.3922 -6.3510 14.6092 0.14
H 15.2090 -7.0908 16.2435 0.15
H 13.9645 -8.2359 14.0058 0.14
H 14.3575 -9.0432 15.5196 0.13
H 15.1848 -8.5272 12.0844 0.11
H 14.5371 -10.1097 12.4283 0.09
H 16.2853 -9.9184 11.8851 0.08
C 14.9675 -14.9103 14.4492 -0.07
C 15.5782 -16.1237 13.6529 -0.24
C 14.6941 -17.3892 13.4083 -0.17
C 15.3105 -18.4519 12.5176 -0.12
N 14.3535 -19.4686 11.8853 -0.21
C 15.2259 -20.5337 11.1635 -0.07
C 15.6583 -21.5737 12.2803 -0.15
C 14.4448 -21.6100 13.1246 -0.15
C 13.5177 -20.3684 12.8704 0.00
C 13.3928 -18.8040 10.8757 0.02
H 14.7708 -15.3666 15.4194 0.09
H 14.0848 -14.4192 14.0396 0.07
H 15.7586 -14.1836 14.6340 0.05
H 16.5086 -16.4180 14.1387 0.08
H 15.8771 -15.7474 12.6746 0.08
H 13.7468 -16.9833 13.0533 0.11
H 14.5983 -17.7697 14.4253 0.13
H 15.9202 -19.0050 13.2321 0.12
H 15.8426 -17.9882 11.6870 0.11
H 14.5918 -21.0167 10.4201 0.14
H 16.1464 -20.2221 10.6698 0.12
H 15.8687 -22.5650 11.8786 0.14
H 16.5604 -21.1859 12.7534 0.09
H 13.8798 -22.5108 12.8850 0.14
H 14.8324 -21.8605 14.1120 0.13
H 12.5461 -20.5447 12.4090 0.14
H 13.5017 -19.8435 13.8256 0.13
H 12.7274 -18.0586 11.3113 0.10
H 12.8142 -19.5677 10.3562 0.11
H 13.9187 -18.4066 10.0075 0.10
C 19.1875 -14.8688 15.7424 -0.08
C 20.3701 -15.7456 15.2198 -0.22
C 21.7504 -15.1272 15.5572 -0.18
C 22.8701 -16.2288 15.7893 -0.06
N 24.2471 -15.5529 16.1637 -0.21
C 24.7135 -14.5147 15.1093 -0.10
C 26.1747 -14.8928 14.7366 -0.16
C 26.7144 -15.8963 15.7084 -0.11
C 25.3756 -16.5994 16.1355 -0.06
C 24.0438 -14.7535 17.4951 0.06
H 18.2294 -15.3846 15.6786 0.06
H 19.0645 -13.9478 15.1727 0.01
H 19.3211 -14.4296 16.7310 0.07
H 20.3877 -15.8135 14.1320 0.07
H 20.3535 -16.7216 15.7049 0.11
H 21.6371 -14.5690 16.4866 0.09
H 22.0431 -14.3590 14.8414 0.10
H 22.9925 -16.7967 14.8670 0.12
H 22.6472 -16.8927 16.6245 0.14
H 24.6429 -13.4918 15.4793 0.11
H 24.1589 -14.5911 14.1740 0.11
H 26.7315 -13.9664 14.5954 0.13
H 26.1446 -15.3180 13.7334 0.12
H 27.1298 -15.3984 16.5846 0.12
H 27.4639 -16.5947 15.3361 0.14
H 25.3496 -17.2590 17.0029 0.15
H 25.0750 -17.2499 15.3142 0.12
H 23.6334 -15.4377 18.2378 0.12
H 23.4009 -13.8778 17.4058 0.07
H 25.0419 -14.3984 17.7518 0.12
C 19.7710 -9.4968 20.4552 -0.07
C 20.7829 -8.4054 19.9511 -0.23
C 21.7266 -8.7784 18.8366 -0.17
C 20.8396 -9.1949 17.6126 -0.07
N 21.7107 -9.7644 16.4478 -0.22
C 22.9638 -8.9811 16.1598 -0.11
C 23.4528 -9.2220 14.7482 -0.12
C 22.1914 -9.7101 14.0602 -0.16
C 21.0832 -9.6938 15.0922 -0.16
C 21.8991 -11.2776 16.7302 0.06
H 19.2483 -9.2389 21.3763 0.09
H 20.1729 -10.4787 20.7052 0.08
H 18.9753 -9.7302 19.7478 0.04
H 21.3766 -7.9147 20.7223 0.13
H 20.1926 -7.5108 19.7528 0.12
H 22.3850 -9.5824 19.1656 0.12
H 22.3290 -7.8997 18.6062 0.12
H 20.2096 -8.3880 17.2381 0.13
H 20.1222 -9.9778 17.8584 0.09
H 23.7238 -9.0805 16.9348 0.15
H 22.7370 -7.9172 16.2292 0.15
H 24.2210 -9.9940 14.7922 0.12
H 23.7422 -8.3204 14.2082 0.13
H 22.2528 -10.7846 13.8875 0.10
H 22.0589 -9.1194 13.1538 0.10
H 20.2444 -10.3677 14.9186 0.10
H 20.6309 -8.7036 15.0365 0.12
H 20.9324 -11.7460 16.5453 0.10
H 22.1261 -11.4343 17.7847 0.11
H 22.6667 -11.6230 16.0376 0.09
Br 19.1145 -12.2944 12.4084 -0.46